204
Properties=species:S:1:pos:R:3:lowdin_charge:R:1 method="wB97M-V/def2-TZVPD" total_charge=0 smiles=COC[C@H](C)N.COC[C@H](C)N.COC[C@H](C)N.COC[C@H](C)N.COC[C@H](C)N.COC[C@H](C)N.COC[C@H](C)N.COC[C@H](C)N.COC[C@H](C)N.COC[C@H](C)N.COC[C@H](C)N.COC[C@H](C)N de_lowest_kj_mol=409.7 mol_weight_g_mol=1069.66 e_tot_ha=-3467.63051 lumo_energy_ev=0.49
C 2.023 -0.173 -3.564 -0.09
C 2.271 -0.924 -4.848 -0.43
C 2.328 0.003 -6.057 -0.22
O 2.397 -0.702 -7.272 -0.17
C 2.527 0.089 -8.415 -0.12
N 3.483 -1.745 -4.721 0.07
H 2.826 0.538 -3.343 0.08
H 2.050 -0.947 -2.790 0.07
H 1.031 0.277 -3.527 0.07
H 1.370 -1.547 -4.901 0.14
H 3.145 0.733 -6.006 0.13
H 1.384 0.564 -5.975 0.12
H 2.690 -0.614 -9.226 0.09
H 3.373 0.790 -8.324 0.09
H 1.730 0.811 -8.643 0.09
H 3.933 -1.868 -5.616 0.07
H 4.098 -1.311 -4.044 0.06
C -2.280 3.756 5.357 -0.05
C -3.805 3.753 5.305 -0.41
C -4.519 2.825 6.272 -0.22
O -4.484 1.467 5.890 -0.18
C -5.435 1.143 4.885 -0.10
N -4.236 5.127 5.701 0.03
H -1.787 2.988 4.764 0.07
H -1.906 3.758 6.383 0.09
H -1.916 4.730 5.020 0.05
H -4.182 3.700 4.277 0.12
H -5.535 3.173 6.509 0.12
H -4.077 2.845 7.273 0.13
H -5.417 0.068 4.722 0.09
H -5.048 1.592 3.960 0.07
H -6.445 1.527 5.034 0.09
H -3.774 5.845 5.165 0.03
H -5.240 5.159 5.579 0.07
C 2.018 -0.817 3.243 -0.06
C 3.178 -0.428 4.160 -0.41
C 4.504 -1.155 3.944 -0.21
O 4.295 -2.556 3.966 -0.19
C 5.401 -3.380 3.740 -0.12
N 3.379 1.029 3.987 0.03
H 2.397 -1.028 2.235 0.06
H 1.220 -0.086 3.179 0.07
H 1.623 -1.797 3.528 0.08
H 2.865 -0.620 5.189 0.14
H 5.278 -0.864 4.663 0.13
H 4.884 -0.917 2.938 0.12
H 6.220 -3.259 4.462 0.09
H 5.803 -3.319 2.728 0.07
H 5.097 -4.404 3.963 0.09
H 4.042 1.226 3.240 0.06
H 3.876 1.343 4.820 0.07
C -2.507 -5.024 1.337 -0.06
C -3.300 -5.220 2.649 -0.44
C -3.416 -6.700 3.032 -0.23
O -4.058 -7.471 2.074 -0.17
C -4.196 -8.830 2.374 -0.12
N -2.724 -4.461 3.728 0.04
H -2.484 -3.989 0.980 0.05
H -3.006 -5.550 0.518 0.08
H -1.454 -5.305 1.431 0.07
H -4.266 -4.793 2.372 0.11
H -4.025 -6.670 3.949 0.12
H -2.430 -7.053 3.367 0.13
H -4.860 -9.044 3.217 0.09
H -3.231 -9.277 2.645 0.09
H -4.530 -9.391 1.505 0.09
H -2.881 -3.474 3.582 0.07
H -1.738 -4.638 3.862 0.07
C -5.810 -0.804 -0.042 -0.06
C -5.995 -1.277 1.396 -0.43
C -7.422 -1.017 1.898 -0.22
O -7.622 0.374 2.054 -0.19
C -8.827 0.809 1.448 -0.10
N -5.443 -2.625 1.523 0.05
H -6.530 -1.263 -0.727 0.09
H -4.849 -1.034 -0.514 0.06
H -5.839 0.271 -0.236 0.06
H -5.451 -0.667 2.125 0.11
H -7.606 -1.461 2.886 0.13
H -8.168 -1.530 1.276 0.12
H -8.814 0.671 0.366 0.09
H -9.020 1.841 1.736 0.09
H -9.669 0.255 1.884 0.09
H -6.119 -3.231 1.044 0.09
H -5.578 -2.984 2.469 0.07
C 0.513 3.180 -0.384 -0.06
C 1.128 3.381 -1.763 -0.45
C 0.291 4.322 -2.597 -0.19
O 0.805 4.449 -3.917 -0.17
C 1.050 3.199 -4.534 -0.12
N 2.446 3.945 -1.546 0.08
H -0.482 2.730 -0.538 0.07
H 0.281 4.107 0.139 0.06
H 0.996 2.449 0.259 0.07
H 1.092 2.364 -2.191 0.10
H 0.228 5.327 -2.174 0.13
H -0.772 4.047 -2.577 0.13
H 1.867 2.650 -4.057 0.06
H 1.374 3.498 -5.530 0.10
H 0.204 2.509 -4.599 0.09
H 2.689 4.324 -2.468 0.08
H 3.134 3.222 -1.363 0.04
C -5.626 2.547 -4.934 -0.08
C -5.839 1.587 -3.799 -0.43
C -4.528 1.291 -3.073 -0.22
O -3.650 0.524 -3.869 -0.19
C -2.468 0.098 -3.206 -0.09
N -6.746 2.263 -2.855 0.04
H -5.097 3.466 -4.660 0.08
H -6.533 2.816 -5.472 0.08
H -4.916 2.144 -5.666 0.08
H -6.224 0.639 -4.179 0.14
H -4.633 0.838 -2.075 0.10
H -3.982 2.221 -2.829 0.13
H -1.818 -0.297 -3.988 0.08
H -2.782 -0.742 -2.584 0.08
H -1.938 0.926 -2.727 0.08
H -6.628 1.859 -1.928 0.05
H -6.428 3.221 -2.750 0.07
C 7.966 4.092 -0.667 -0.05
C 6.501 3.798 -1.013 -0.44
C 5.967 2.442 -0.574 -0.22
O 4.840 2.088 -1.318 -0.18
C 4.240 0.898 -0.849 -0.09
N 5.579 4.873 -0.633 0.04
H 8.189 3.812 0.360 0.08
H 8.205 5.119 -0.944 0.07
H 8.564 3.554 -1.406 0.07
H 6.466 3.847 -2.113 0.13
H 5.819 2.513 0.512 0.13
H 6.809 1.748 -0.714 0.12
H 4.802 -0.013 -1.061 0.07
H 3.255 0.684 -1.276 0.05
H 3.935 1.005 0.197 0.10
H 5.837 5.802 -0.944 0.07
H 4.659 4.757 -1.044 0.03
C 1.523 -4.162 -2.221 -0.05
C 2.064 -5.590 -2.400 -0.42
C 2.470 -6.265 -1.115 -0.21
O 2.933 -7.585 -1.380 -0.21
C 2.147 -8.607 -0.713 -0.07
N 0.997 -6.387 -3.030 0.04
H 0.882 -4.146 -1.342 0.06
H 1.083 -3.729 -3.118 0.08
H 2.344 -3.457 -2.033 0.06
H 2.921 -5.658 -3.085 0.14
H 1.630 -6.286 -0.411 0.13
H 3.323 -5.767 -0.641 0.11
H 1.136 -8.589 -1.112 0.08
H 2.260 -8.391 0.348 0.09
H 2.627 -9.556 -0.938 0.09
H 0.984 -6.204 -4.025 0.07
H 1.303 -7.348 -2.897 0.05
C 0.815 -0.307 -0.309 -0.06
C -0.521 -0.923 0.143 -0.40
C -1.664 0.071 0.429 -0.19
O -1.522 0.458 1.784 -0.17
C -2.805 0.722 2.335 -0.10
N -0.850 -1.886 -0.885 0.06
H 1.000 0.475 0.433 0.06
H 0.839 0.210 -1.270 0.05
H 1.598 -1.065 -0.271 0.06
H -0.316 -1.407 1.108 0.13
H -2.590 -0.503 0.281 0.10
H -1.713 0.824 -0.364 0.11
H -3.412 1.324 1.651 0.08
H -2.676 1.239 3.284 0.08
H -3.313 -0.244 2.439 0.08
H -0.266 -2.682 -1.088 0.03
H -1.740 -2.305 -0.612 0.06
C -2.962 7.200 2.884 -0.06
C -1.507 6.776 2.684 -0.45
C -1.250 6.209 1.267 -0.21
O -2.061 5.133 0.858 -0.18
C -2.076 3.981 1.679 -0.09
N -0.653 7.928 2.910 0.03
H -3.157 7.427 3.935 0.07
H -3.690 6.412 2.681 0.08
H -3.163 8.091 2.288 0.08
H -1.274 6.022 3.442 0.11
H -0.178 6.037 1.119 0.12
H -1.499 7.066 0.632 0.13
H -2.907 3.395 1.290 0.09
H -2.230 4.222 2.732 0.06
H -1.190 3.344 1.614 0.08
H -0.922 8.621 2.212 0.07
H 0.322 7.731 2.702 0.07
C 7.347 -2.365 -3.179 -0.06
C 7.348 -1.440 -1.959 -0.45
C 6.666 -2.058 -0.728 -0.23
O 5.408 -2.542 -1.097 -0.21
C 4.500 -2.771 -0.004 -0.04
N 8.669 -0.951 -1.599 0.04
H 8.149 -3.109 -3.115 0.08
H 7.619 -1.798 -4.071 0.07
H 6.406 -2.903 -3.261 0.07
H 6.742 -0.595 -2.322 0.12
H 6.646 -1.261 0.031 0.11
H 7.304 -2.843 -0.299 0.14
H 3.790 -1.944 -0.070 0.07
H 5.131 -2.657 0.877 0.06
H 4.042 -3.752 -0.083 0.07
H 8.612 -0.394 -0.757 0.06
H 9.102 -0.442 -2.355 0.07